Here is C14H19NO4 in the gas phase from OMol25. Energies are from ωB97M-V/def2-TZVPD.

```
! wB97M-V def2-TZVPD RIJCOSX def2/J DEFGRID3
* xyz 0 1
C 4.6073 1.7765 -1.6302
H 4.7035 0.7088 -1.4449
H 5.5027 2.2688 -1.2579
H 4.5550 1.9397 -2.7033
C 3.3723 2.3296 -0.9227
C 3.5372 2.2036 0.5910
H 2.6756 2.6179 1.1089
H 4.4254 2.7356 0.9235
H 3.6369 1.1581 0.8748
C 2.0930 1.6064 -1.3581
C 1.7248 1.8660 -2.8201
O 0.5046 1.2720 -3.2266
C -0.6511 1.8247 -2.6377
C -1.0427 1.1624 -1.3090
O -1.6635 1.7466 -0.4524
N -0.6285 -0.1305 -1.2691
C -0.7488 -1.0717 -0.2502
C -1.4116 -0.8084 0.9426
C -1.4934 -1.7977 1.9179
C -0.9185 -3.0489 1.7109
C -0.2596 -3.3039 0.5220
C -0.1725 -2.3270 -0.4518
H 0.3431 -2.5319 -1.3799
H 0.1904 -4.2703 0.3506
H -0.9909 -3.8051 2.4754
C -2.2071 -1.4799 3.1759
O -2.7105 -0.4174 3.4365
O -2.2485 -2.5118 4.0380
H -2.7269 -2.2437 4.8379
H -1.8644 0.1533 1.1228
H -0.0992 -0.4205 -2.0858
H -1.4714 1.6530 -3.3442
H -0.5524 2.9050 -2.4814
H 2.4685 1.4294 -3.4899
H 1.6819 2.9501 -2.9996
H 1.2720 1.9497 -0.7239
H 2.2128 0.5321 -1.1980
H 3.2719 3.3917 -1.1739
*
```

For the relative energy (zero: lowest compared OMol25 entry of this formula, charge and spin), the calculation gives 45.45 kJ/mol. The total energy comes out at -900.63104 hartree.

***

Here is a molecular structure, C15H36Ca2FI2KN4NaO14P2 in a non-equilibrium geometry from OMol25. Energies are from ωB97M-V/def2-TZVPD.

```
! wB97M-V def2-TZVPD RIJCOSX def2/J DEFGRID3
* xyz 1 1
C 3.2131 0.3204 1.2697
C 3.7820 1.1185 -0.0570
C 3.5630 2.7411 -0.0287
I 3.6699 3.3174 2.0840
C 2.3242 3.3290 -0.8963
P 2.9404 4.9711 -1.7622
O 3.9166 4.5724 -3.1866
I 4.4572 6.2711 -0.3521
N 1.9468 2.4505 -2.1095
C 0.9010 3.0611 -3.0035
C -0.3227 3.8459 -2.2706
N -0.0117 4.5601 -0.9929
C 0.9856 3.7917 -0.0986
C 0.2154 2.7049 0.8248
C -0.2918 1.3253 0.1304
C -1.4199 0.4703 0.9565
O -2.0503 1.1678 2.0820
H 2.1651 0.6795 1.6443
H 4.0375 0.2789 2.1314
H 3.0923 -0.8166 0.9257
H 3.4048 0.5651 -1.0109
H 4.9648 0.9515 -0.0351
H 4.5521 3.2005 -0.5185
H 4.6980 4.0012 -2.9272
H 1.6218 1.4971 -1.8410
H 2.8014 2.2808 -2.7226
H 0.4103 2.1561 -3.6094
H 1.3371 3.7786 -3.8509
H -1.2953 3.1738 -2.1019
H -0.6866 4.6837 -3.0415
H -0.8695 4.7913 -0.4392
H 1.3429 4.6515 0.6543
H -0.7649 3.2595 1.2262
H 0.7859 2.3864 1.8242
H 0.6639 0.6121 0.0594
H -0.6823 1.4158 -0.9751
H -1.0245 -0.5684 1.3866
H -2.2897 0.1860 0.1898
H -3.0435 0.9452 1.9877
F 1.8565 2.3100 3.9233
Na 2.7565 6.7950 1.6208
O 1.1847 0.8146 4.4667
P 0.9564 -0.6318 4.9355
O 1.6634 -0.8512 6.2831
O 1.5287 -1.6048 3.8916
O -0.5509 -0.8859 5.1003
N 6.9564 1.1747 -2.2450
H 6.8308 1.9878 -1.6307
H 7.4694 1.4586 -3.0880
H 7.4881 0.4498 -1.7489
H 6.0377 0.8026 -2.5125
K 5.4565 3.8276 -4.8391
Ca -0.8435 1.0930 4.8993
C -4.9498 -2.7087 -2.0034
O -5.2801 -3.2949 -0.7493
C -4.8717 -4.6641 -0.6681
C -3.5985 -4.8140 0.1695
O -2.4722 -4.2280 -0.4908
C -2.1221 -2.9639 0.0620
H -5.1100 -1.6296 -1.9304
H -3.9053 -2.8870 -2.2720
H -5.6070 -3.1078 -2.7826
H -4.7382 -5.0942 -1.6681
H -5.6831 -5.2083 -0.1737
H -3.3787 -5.8802 0.2859
H -3.7330 -4.3871 1.1706
H -1.6651 -3.1042 1.0462
H -2.9907 -2.3049 0.1472
H -1.3908 -2.4914 -0.5990
N -5.8831 -5.1126 2.6895
O -6.9404 -4.4836 2.5174
O -5.7433 -6.2411 2.1895
O -4.9657 -4.6132 3.3617
C -3.5198 -8.4608 -0.1181
O -3.0261 -9.0306 0.8428
O -2.9582 -8.2789 -1.2045
O -4.6573 -7.9776 -0.1528
Ca -2.6404 2.0981 -0.2712
*
```

The total energy comes out at -5359.74670 hartree.

***

Here is C23H18N2O3S in the gas phase from OMol25. Energies are from ωB97M-V/def2-TZVPD.

```
! wB97M-V def2-TZVPD RIJCOSX def2/J DEFGRID3
* xyz 0 1
O -1.2450 -2.6209 1.1294
C -1.7664 -1.5682 1.4115
N -1.0860 -0.3950 1.6052
N 0.2163 -0.1033 1.3945
C 1.0784 -0.9654 1.0222
C 2.4400 -0.5421 0.7569
C 2.8356 0.7899 0.9147
C 4.1293 1.1679 0.6356
C 5.0579 0.2238 0.1926
C 4.6704 -1.1053 0.0316
C 3.3732 -1.4812 0.3114
H 3.0694 -2.5101 0.1854
H 5.3912 -1.8306 -0.3118
C 6.4372 0.6708 -0.0916
O 6.8266 1.8077 0.0161
O 7.2502 -0.3214 -0.4915
H 8.1373 0.0330 -0.6582
H 4.4531 2.1912 0.7517
H 2.1055 1.5047 1.2587
H 0.8563 -2.0160 0.8588
H -1.6109 0.4405 1.8342
C -3.2638 -1.4153 1.5911
H -3.6221 -2.1764 2.2841
H -3.5622 -0.4239 1.9316
S -4.1407 -1.7931 0.0371
C -3.5737 -0.4358 -1.0658
C -3.6908 0.9273 -0.4550
C -4.7834 1.5240 0.1374
C -4.6385 2.8051 0.6538
C -3.4234 3.4691 0.5745
C -2.3216 2.8727 -0.0193
C -2.4570 1.5938 -0.5342
C -1.4928 0.7110 -1.1753
C -0.1551 0.8927 -1.4809
C 0.5395 -0.1582 -2.0585
C -0.0866 -1.3673 -2.3196
C -1.4319 -1.5526 -2.0288
C -2.1288 -0.5073 -1.4638
H -1.9178 -2.4964 -2.2250
H 0.4789 -2.1776 -2.7547
H 1.5867 -0.0372 -2.2946
H 0.3404 1.8267 -1.2656
H -1.3774 3.3924 -0.0782
H -3.3351 4.4652 0.9824
H -5.4824 3.2890 1.1224
H -5.7272 1.0024 0.2017
H -4.2345 -0.5571 -1.9293
*
```

For the relative energy (zero: lowest compared OMol25 entry of this formula, charge and spin), the calculation gives 0.00 kJ/mol. The total energy comes out at -1620.72024 hartree.

***

Here is a gas-phase ion, C9H14N3 (charge +1) in a non-equilibrium geometry from OMol25. Energies are from ωB97M-V/def2-TZVPD.

```
! wB97M-V def2-TZVPD RIJCOSX def2/J DEFGRID3
* xyz 1 1
C 3.0445 1.0476 -0.3883
C 3.1136 -0.0783 0.4649
C 1.7742 1.2445 -0.9832
C 1.9913 -0.7900 0.7460
C 0.6573 0.4951 -0.6896
C 0.8146 -0.5807 0.1122
C -1.7380 0.9462 -0.7713
C -1.0469 -2.0197 -0.9388
C -1.1963 1.1867 1.5201
N -0.5579 0.8689 -1.2860
N -0.2674 -1.3698 0.2734
N -2.0921 1.0821 0.4514
H 3.9544 1.6532 -0.5380
H 4.0272 -0.2562 1.0707
H 1.5248 2.1152 -1.6121
H 2.1612 -1.7748 1.0928
H -2.5102 1.0509 -1.5358
H -0.7130 -3.0834 -1.1388
H -2.0501 -2.0566 -0.5785
H -0.9008 -1.4823 -1.8844
H -1.1331 0.2594 2.0927
H -0.1425 1.3464 0.9989
H -1.4628 1.9583 2.2290
H -0.5045 1.0709 -2.2770
H -3.0769 1.1224 0.5919
H -0.3727 -1.9550 1.0739
*
```

For the relative energy (zero: lowest compared OMol25 entry of this formula, charge and spin), the calculation gives 119.15 kJ/mol. The total energy comes out at -515.32645 hartree.

***

Number 1: orbital gap 9.23 eV. Number 2: orbital gap 1.56 eV. Number 3: orbital gap 8.18 eV. Number 4: orbital gap 8.61 eV.